# C25H25NO6

The molecule C25H25NO6 in a non-equilibrium geometry (ωB97M-V/def2-TZVPD, OMol25).

Values from the calculation:
Energy above the lowest of the compared OMol25 structures with the same formula, charge and spin: 23.915 eV
Structure (SMILES): COC(=O)CCC(=O)O[C@]1(C)C(=O)C=C2C=C(C3CC3)N(Cc3ccccc3)C=C2C1=O
LUMO energy: -0.03661 Eh
Net charge: 0

Structure (XYZ):
```
57
Properties=species:S:1:pos:R:3:forces:R:3
C 0.527 -0.860 -4.361 0.9685 6.2985 -4.0092
H 1.177 -0.759 -5.239 -0.2581 0.0524 0.3115
H 0.995 -1.223 -3.622 3.3867 -3.1213 5.4830
H -0.374 -1.239 -4.587 -3.0397 -1.0906 -0.5014
O 0.363 0.719 -3.827 0.3538 -5.8921 -2.0325
C -0.899 0.947 -3.989 -3.3723 1.8301 -1.0129
O -1.883 0.182 -4.322 4.3918 3.5025 1.5495
C -0.869 2.557 -3.701 -3.7918 -2.8736 2.7834
H 0.018 2.773 -3.099 -0.4846 0.0051 -0.1009
C -2.288 2.760 -2.899 0.4304 -3.2583 -4.7908
C -2.085 1.943 -1.740 0.2926 0.8613 7.2397
O -1.072 1.426 -1.204 -4.4927 1.3715 -2.6732
O -3.365 2.294 -0.763 3.5787 -0.5252 -8.1756
C -3.359 1.555 0.316 -1.1546 1.8752 3.8339
C -2.671 0.298 0.360 -5.1276 -9.1857 -4.3302
O -3.259 -0.792 -0.335 3.3638 5.8909 3.2068
C -1.682 -0.058 1.287 1.1318 -9.0245 -4.6530
C -0.893 -1.282 1.006 -4.3135 1.6873 -2.6940
N 0.294 -1.406 1.451 1.3944 -4.0050 0.0141
C 0.753 -0.736 2.499 2.1008 7.6888 2.8155
C 0.193 0.594 2.826 -1.2112 -5.7668 -2.0151
C -1.017 0.724 2.029 1.6385 11.7621 6.6920
C -1.612 2.097 2.088 0.5356 -0.5144 1.7817
C -2.718 2.431 1.324 2.1897 8.9895 0.6761
O -2.903 3.945 1.199 -0.0126 -7.4222 0.7795
H -1.265 2.941 2.818 -0.2645 -1.8556 -1.6075
H 0.430 1.264 3.685 0.0665 -0.7523 -1.2486
C 2.093 -0.962 3.068 -9.6635 -2.3770 9.7361
C 2.241 -0.751 4.723 0.8381 3.6661 -1.5791
C 1.953 -2.089 4.299 13.2993 3.3925 -5.0304
H 2.929 -2.709 4.227 -2.2255 0.3615 0.5570
H 1.164 -2.403 4.594 -9.7760 -4.5318 2.8568
H 1.446 -0.126 5.142 -0.0128 -0.5900 -0.1342
H 3.221 -0.288 5.093 -1.1787 -1.3842 -0.8006
H 2.900 -0.957 2.648 8.6628 -0.2572 -5.0313
C 1.157 -2.613 0.886 4.2628 7.0133 10.1489
C 2.277 -1.882 0.161 1.5357 -14.0976 8.1595
C 1.816 -1.209 -0.732 -0.4847 12.5998 -9.2212
C 2.964 -0.537 -1.566 -0.3649 -1.2379 -1.5204
C 4.284 -1.254 -1.600 -5.5018 5.8829 -1.1166
C 4.279 -2.237 -0.657 9.0029 -4.0263 -0.1292
C 3.473 -2.907 0.145 -4.5972 7.5059 -2.0890
H 3.711 -3.516 0.913 0.6101 -1.9401 2.1467
H 5.395 -2.639 -0.522 -1.8486 0.5045 -0.6162
H 5.110 -0.726 -2.187 -0.9913 -1.4953 1.2318
H 2.591 0.422 -2.201 1.4401 -2.4473 1.4002
H 0.845 -0.484 -0.655 2.1397 -2.3198 -0.4393
H 1.397 -3.050 1.994 0.1936 0.3381 -3.0790
H 0.557 -3.179 0.452 -4.9863 -4.9489 -4.4015
H -1.118 -2.035 0.213 -0.5687 1.0652 0.7412
C -4.808 1.507 0.742 -3.9775 -0.1117 -0.6151
H -4.887 1.113 1.758 -0.0996 0.4400 0.1876
H -5.354 2.614 0.624 1.9798 -2.9483 0.5604
H -5.468 0.756 0.134 1.5443 1.3320 0.6404
H -2.574 3.762 -2.746 -0.3922 0.9500 0.7146
H -3.206 2.168 -3.599 2.7544 1.8129 2.0480
H -0.926 3.114 -4.550 0.1053 1.3209 -2.6478
```
Positions in Å, forces in eV/Å.